DFT (wB97M-V/def2-TZVPD) results for C13H15NO in the gas phase at a distorted geometry.

Values from the calculation:
- Energy relative to the best compared isomer or geometry (same formula, charge and spin): 666.43 kJ/mol
- HOMO-LUMO gap: 7.804 eV
- SMILES: CNCCOc1cccc2ccccc12
- Energy: -634.10509 a.u.

Structure (XYZ):
```
30
C13H15NO, DFT wB97M-V/def2-TZVPD
C 2.11268 -1.44477 1.42816
N 3.11717 -0.77633 0.66975
C 2.82122 0.46998 0.00541
C 2.10063 0.02713 -1.38831
O 0.67684 -0.56249 -1.39638
C -0.13381 0.43601 -0.78048
C 0.29654 1.86134 -0.53830
C -0.66158 2.67605 0.41874
C -1.91630 2.15246 0.33748
C -2.30011 0.83590 -0.02026
C -3.37299 0.09294 0.41483
C -3.58525 -1.28493 0.28119
C -2.62190 -2.05581 -0.23380
C -1.52362 -1.43078 -0.77818
C -1.32861 -0.11853 -0.61670
H 1.93981 -0.75037 2.46074
H 2.87757 -2.27087 1.79439
H 1.18970 -1.58094 0.87299
H 4.02009 -0.75327 1.24276
H 1.83435 0.99838 0.51083
H 3.56786 1.13467 -0.44642
H 2.67581 -0.88608 -1.82451
H 2.24622 0.68285 -2.34046
H 1.36932 2.07583 -0.68344
H -0.36300 3.68775 0.53755
H -2.75573 2.81432 0.76065
H -4.12742 0.64178 0.88772
H -4.57541 -1.67436 0.09690
H -3.02640 -3.04363 -0.44642
H -0.55368 -1.95425 -1.22641
```